Entry 1:
Molecular formula: C3H7O
Method: DFT, the ωB97M-V functional and the def2-TZVPD basis

XYZ file:
```
11
Properties=species:S:1:pos:R:3:mulliken_charge:R:1
C 0.0436 -0.1360 -0.3521 0.478
C -0.1768 -1.2084 -1.4802 -1.007
C 0.1533 1.0891 1.6924 -0.560
O -0.1690 -0.1036 0.9237 -0.180
H -1.0214 -0.8510 -2.1136 0.373
H 0.4472 0.6320 -1.0418 0.320
H 0.7708 -1.2751 -2.2323 0.342
H -0.6039 -2.1948 -1.1180 0.324
H 0.3483 2.0388 1.1368 0.381
H -0.8131 1.2651 2.3058 0.255
H 1.0209 0.7440 2.2792 0.275
```

Values from the calculation:
- Charge: +1
- Orbital gap: 11.8 eV

***

Entry 2:
Molecular formula: C8H13NO2
Method: DFT, the ωB97M-V functional and the def2-TZVPD basis

XYZ file:
```
24
Properties=species:S:1:pos:R:3:mulliken_charge:R:1
C -3.0335 -2.0039 -0.1752 -0.861
O -1.6047 -1.9479 -0.2978 -0.357
C -0.9475 -0.7616 -0.1319 0.901
C 0.4109 -0.7832 -0.1609 0.077
O 1.0986 -1.9451 -0.4776 -0.395
C 2.5247 -1.9595 -0.3720 -0.764
C 1.1595 0.4893 0.0877 -0.562
N 0.3504 1.7050 0.3107 0.061
C 1.1125 2.9446 0.5127 -1.016
C -1.0369 1.7095 0.1820 -0.205
C -1.6863 0.5333 -0.0200 -0.753
H -3.5364 -1.5649 -1.0410 0.340
H -3.3677 -1.4916 0.7552 0.356
H -3.3435 -3.0649 -0.0981 0.215
H 2.9963 -1.1629 -0.9631 0.265
H 2.9307 -2.9081 -0.7526 0.238
H 2.8308 -1.8552 0.6574 0.355
H 1.7906 0.6619 -0.7955 0.261
H 1.8300 0.3903 0.9734 0.283
H 0.4031 3.7378 0.7951 0.308
H 1.8617 2.8672 1.3319 0.296
H 1.6326 3.2357 -0.4016 0.328
H -1.6130 2.6381 0.1956 0.311
H -2.7630 0.5361 -0.1144 0.317
```

Values from the calculation:
- Orbital gap: 7.3 eV

***

Entry 3:
Molecular formula: C23H49N2OP3RuS
Method: DFT, the ωB97M-V functional and the def2-TZVPD basis

XYZ file:
```
80
Properties=species:S:1:pos:R:3:mulliken_charge:R:1
Ru -1.2544 -1.2767 -0.9834 -0.433
P -1.4776 0.9823 -1.6242 0.844
P -1.8328 -0.7603 1.1366 1.298
P -3.0025 -2.2652 -1.9242 1.689
H 3.2243 1.3211 0.0254 -0.065
C 3.4271 0.4351 -0.5848 -0.157
C 3.3409 0.4574 -1.9282 -0.679
H 3.0223 1.3641 -2.4507 0.307
C -0.1077 2.0579 -1.1003 -0.807
C -3.0320 1.7999 -1.0980 -1.230
C -1.4605 1.3401 -3.4357 -1.270
C -1.1365 -1.8631 2.4520 -1.581
C -1.2843 0.8349 1.8612 -0.895
C -3.6170 -0.8577 1.5449 -1.417
C -2.7507 -2.7372 -3.6805 -1.331
C -4.5905 -1.3423 -2.0502 -1.794
C -3.4700 -3.8580 -1.1773 -1.290
H 3.7375 -0.4621 -0.0424 0.262
H 3.5195 -0.4446 -2.5289 0.307
H 0.8548 1.5502 -1.2582 -0.103
H -0.1629 2.3373 -0.0445 0.219
H -0.1309 2.9751 -1.7031 0.572
H -3.0192 2.0646 -0.0355 0.322
H -3.8976 1.1563 -1.2932 0.246
H -3.1432 2.7211 -1.6841 0.492
H -0.4667 1.0902 -3.8318 0.393
H -1.6778 2.4024 -3.6172 0.499
H -2.2070 0.7244 -3.9530 0.456
H -1.5595 -1.5735 3.4227 0.521
H -0.0457 -1.7477 2.4893 0.456
H -1.3797 -2.9151 2.2565 0.447
H -1.3952 0.7923 2.9555 0.605
H -1.8812 1.6761 1.4913 0.386
H -0.2235 1.0274 1.6402 -0.270
H -3.7300 -0.8367 2.6384 0.491
H -4.0341 -1.7995 1.1628 0.383
H -4.1561 -0.0075 1.1078 0.323
H -2.7328 -3.8291 -3.7658 0.423
H -1.7890 -2.3406 -4.0271 0.380
H -3.5558 -2.3449 -4.3162 0.410
H -5.3768 -2.0042 -2.4453 0.550
H -4.4925 -0.4896 -2.7382 0.426
H -4.9197 -0.9681 -1.0727 0.347
H -3.0491 -4.6637 -1.7902 0.463
H -4.5652 -3.9637 -1.1530 0.465
H -3.0638 -3.9348 -0.1632 0.284
C 0.7567 -4.0964 -1.2734 0.817
C 0.8155 -5.4923 -1.0025 -0.599
C 1.5703 -6.3225 -1.8145 -0.585
C 2.2430 -5.7959 -2.9325 -0.420
C 2.1236 -4.4304 -3.2455 -0.599
C 1.3906 -3.5721 -2.4227 -0.326
S 0.0449 -3.1037 -0.0932 -0.213
H -1.7092 -0.7444 -2.4498 -0.165
H 0.3006 -5.8559 -0.1131 0.451
H 1.6409 -7.3801 -1.5586 0.410
H 2.8611 -6.4520 -3.5533 0.423
H 2.6212 -4.0207 -4.1276 0.423
H 1.3212 -2.5025 -2.6204 0.409
C 2.1783 1.2663 3.7915 -0.817
N 2.6370 2.6106 3.5571 0.238
C 3.0728 3.3996 4.6812 -0.453
C 3.9226 4.5462 4.1976 -0.750
C 3.2066 5.3214 3.1171 -0.462
N 2.7429 4.4215 2.0877 0.261
C 2.4019 4.9582 0.7974 -0.750
C 2.3548 3.1282 2.3202 0.225
O 1.7968 2.4386 1.4425 -0.479
H 1.0826 1.2072 3.8953 0.288
H 2.6402 0.8883 4.7104 0.392
H 2.4701 0.6335 2.9455 0.272
H 2.2027 3.7793 5.2421 0.308
H 3.6454 2.7440 5.3432 0.377
H 4.8671 4.1602 3.7979 0.343
H 4.1556 5.2129 5.0306 0.374
H 3.8800 6.0495 2.6515 0.399
H 2.3570 5.8765 3.5519 0.304
H 1.3138 5.0482 0.6631 0.322
H 2.8556 5.9488 0.6994 0.372
H 2.7811 4.3054 0.0004 0.265
```

Values from the calculation:
- Charge: +3
- Orbital gap (alpha / beta): 7.9 / 4.9 eV
- Multiplicity: 6

***

| no. | total energy (Ha) |
| --- | --- |
| 1 | -193.3820 |
| 2 | -517.7694 |
| 3 | -2606.6148 |